ORCA calculation (wB97M-V/def2-TZVPD) on a structure of composition C32H40N2O2OsP2.

The geometry in XYZ format:
```
79
Properties=species:S:1:pos:R:3:forces:R:3
Os 0.3498 0.4426 -0.3735 -0.06 0.10 0.04
C -2.8954 -1.8872 -1.4800 -0.01 0.02 0.01
C -3.0608 -0.3984 -1.7934 0.03 0.02 0.04
C -3.9498 -0.2168 -3.0257 -0.01 0.00 0.02
P -1.4306 0.4350 -1.9856 0.09 0.30 -0.17
C -1.7159 2.0634 -2.8074 -0.03 -0.01 0.06
C -0.6198 3.0494 -2.3989 -0.02 0.01 0.00
C -1.9128 2.0872 -4.3242 0.03 -0.04 -0.04
C -0.3839 -0.7056 -2.9655 -0.09 0.08 -0.10
C -0.2955 -0.7958 -4.3511 0.02 -0.03 0.01
C 0.6215 -1.6571 -4.9370 0.00 0.00 0.00
C 1.4818 -2.4132 -4.1508 -0.01 -0.01 -0.02
C 1.4053 -2.3551 -2.7698 0.00 -0.02 0.05
C 0.4507 -1.5312 -2.1848 0.05 -0.08 0.04
N 0.3335 -1.3333 -0.7695 -0.15 -0.53 -0.01
C 0.3202 -2.3610 0.2194 0.04 0.03 -0.17
C 0.5494 -3.7013 -0.0602 0.01 -0.03 0.01
C 0.5639 -4.6127 0.9847 0.00 0.02 -0.01
C 0.3444 -4.1904 2.2861 0.00 0.00 0.00
C 0.0573 -2.8560 2.5535 0.00 0.01 0.00
C 0.0157 -1.9319 1.5224 0.01 -0.01 -0.01
P -0.4485 -0.1766 1.6499 -0.11 -0.13 0.29
C 0.3717 0.5813 3.1125 0.05 -0.03 0.00
C -0.2301 0.1756 4.4630 -0.03 0.02 -0.01
C 0.4295 2.1123 3.0336 0.00 -0.01 -0.02
C -2.2761 -0.1063 1.7681 0.01 0.02 -0.07
C -2.9234 -0.9917 2.8335 0.02 0.01 0.02
C -2.7538 1.3464 1.8338 -0.01 -0.01 0.01
H -3.8702 -2.3131 -1.2418 0.00 0.00 0.00
H -2.5100 -2.4182 -2.3521 0.00 0.00 0.01
H -2.2307 -2.0924 -0.6402 0.00 0.02 0.03
H -3.5257 0.1196 -0.9470 -0.03 -0.03 -0.01
H -3.4826 -0.6374 -3.9185 -0.01 -0.01 0.01
H -4.8829 -0.7571 -2.8644 -0.01 0.00 0.00
H -4.2005 0.8255 -3.2143 -0.01 -0.03 0.00
H -2.6540 2.3756 -2.3311 0.00 0.00 0.01
H 0.3665 2.7137 -2.7288 0.01 -0.01 0.00
H -0.8058 4.0129 -2.8743 -0.01 0.00 0.00
H -0.5868 3.2136 -1.3211 0.01 0.00 -0.01
H -0.9564 1.9798 -4.8366 -0.01 0.00 0.00
H -2.6029 1.3310 -4.6927 0.04 0.04 -0.01
H -2.3160 3.0615 -4.6006 0.00 0.00 0.00
H -0.9424 -0.2066 -4.9812 -0.01 0.02 0.00
H 0.6749 -1.7280 -6.0148 0.00 0.00 0.00
H 2.2214 -3.0494 -4.6175 0.01 0.00 0.00
H 2.1026 -2.9101 -2.1588 0.01 0.00 0.00
H 0.7088 -4.0448 -1.0697 0.00 -0.01 -0.01
H 0.7514 -5.6572 0.7781 0.00 0.00 0.00
H 0.3662 -4.9042 3.0980 0.00 0.00 0.00
H -0.1524 -2.5633 3.5710 -0.01 0.00 -0.01
H 1.3869 0.1768 3.0479 -0.03 0.00 0.00
H -1.1932 0.6593 4.6213 0.00 0.00 0.00
H -0.3554 -0.8951 4.5973 0.01 0.00 0.01
H 0.4392 0.5274 5.2486 0.01 0.00 0.00
H -0.5459 2.5493 3.2441 0.01 0.01 -0.01
H 1.1149 2.4702 3.8024 0.01 0.01 0.00
H 0.7690 2.4952 2.0743 -0.02 0.00 0.02
H -2.5612 -0.5129 0.7958 0.01 -0.04 -0.04
H -2.7732 -0.6079 3.8394 0.01 0.00 0.00
H -3.9986 -1.0156 2.6518 0.00 0.00 0.00
H -2.5622 -2.0188 2.7919 0.00 0.00 -0.01
H -2.5797 1.7780 2.8188 0.00 0.00 0.00
H -2.2633 1.9832 1.0916 0.00 0.00 0.00
H -3.8283 1.3840 1.6505 0.00 0.00 0.00
O 3.3831 -1.3443 1.6550 0.01 -0.02 0.00
C 3.3161 -0.2049 1.2951 0.06 0.06 0.03
N 2.2643 0.3447 0.5264 0.05 0.74 0.06
C 2.4416 1.6667 0.4048 -0.11 -0.31 -0.06
O 1.4618 2.2638 -0.1576 0.20 -0.09 0.00
C 3.6951 2.1105 1.0085 0.06 -0.05 0.03
C 4.3209 3.3354 1.1022 -0.01 0.02 0.01
C 5.5399 3.3706 1.7791 0.00 -0.01 0.00
C 6.0899 2.2199 2.3309 -0.01 0.00 -0.01
C 5.4474 0.9816 2.2321 0.01 0.01 0.02
C 4.2476 0.9500 1.5650 -0.07 0.02 -0.07
H 3.8916 4.2291 0.6702 0.00 0.00 0.00
H 6.0685 4.3089 1.8761 0.00 0.00 0.00
H 7.0374 2.2855 2.8484 0.00 0.00 0.00
H 5.8749 0.0865 2.6632 0.00 0.00 0.00
```
Forces are in eV/Å.

Results
**Charge**: +2
**Orbital gap**: 6.588 eV
**E_HOMO**: -0.5305 Ha
**Energy above the lowest of the compared OMol25 structures with the same formula, charge and spin**: 0.0 kcal/mol

These are the Löwdin partial charges, in e, on atoms 1 to 2: Os 1.2551; C -0.0903

=====

ORCA calculation (wB97M-V/def2-TZVPD) on an isolated molecule of C22H18N2O5 at a distorted geometry.

The geometry in XYZ format:
```
47
Properties=species:S:1:pos:R:3:forces:R:3
C -5.9050 -3.1096 0.4249 -0.04 -0.32 0.10
O -5.7092 -1.7495 0.1094 0.21 0.34 -0.06
C -4.4654 -1.2417 0.1460 -0.01 0.30 -0.03
C -3.3201 -1.9315 0.5345 -0.28 -0.04 -0.04
C -2.1021 -1.2870 0.5688 0.01 0.08 0.01
C -1.9649 0.0611 0.2296 -0.37 -0.51 -0.06
C -3.1085 0.7807 -0.1589 -0.26 -0.11 -0.03
C -4.3284 0.1147 -0.1959 0.70 -0.79 0.33
N -5.5295 0.8202 -0.5943 -0.12 0.13 -0.13
O -5.8097 1.8261 0.0203 -0.17 0.34 0.25
O -6.1639 0.3668 -1.5158 -0.18 -0.05 -0.35
C -3.0446 2.2314 -0.5443 0.16 0.32 -0.07
C -1.6219 2.7047 -0.8131 -0.10 -0.01 0.17
C -0.7164 2.2420 0.3218 0.16 0.08 -0.21
C -0.6699 0.7427 0.2950 -0.03 -0.35 0.05
N 0.5089 0.2668 0.3046 1.00 0.59 -0.11
O 0.6857 -1.1193 0.2270 -1.25 -0.07 -0.02
C 1.9732 -1.5566 0.2627 0.31 -0.26 0.03
O 2.1570 -2.7280 0.0662 -0.10 0.37 0.00
C 3.0282 -0.5656 0.5901 0.14 0.26 0.39
C 2.8921 0.2124 1.7160 0.07 -0.35 -0.22
C 3.8982 1.1105 2.0908 0.24 0.09 0.02
C 5.0286 1.2313 1.3324 -0.13 0.03 0.11
C 5.2063 0.4514 0.1711 -0.21 -0.18 -0.04
C 6.3688 0.5651 -0.6204 0.13 -0.06 -0.20
C 6.5295 -0.1991 -1.7412 0.17 0.23 0.18
C 5.5320 -1.1096 -2.1207 -0.29 -0.12 0.03
C 4.3914 -1.2427 -1.3783 0.14 -0.13 -0.28
C 4.1979 -0.4737 -0.2117 0.03 0.17 0.18
H -6.9714 -3.2843 0.2961 0.09 -0.03 0.03
H -5.6225 -3.3229 1.4600 0.00 0.00 -0.05
H -5.3455 -3.7599 -0.2529 -0.01 0.03 0.03
H -3.3724 -2.9709 0.8124 -0.05 -0.10 0.03
H -1.2365 -1.8467 0.8798 0.01 -0.01 -0.01
H -3.4748 2.8158 0.2756 -0.01 0.00 -0.11
H -3.6664 2.4144 -1.4234 -0.07 0.00 0.09
H -1.2595 2.2887 -1.7555 0.04 0.04 -0.05
H -1.6040 3.7918 -0.8943 -0.01 -0.02 -0.05
H -1.1273 2.5740 1.2784 -0.01 0.03 0.06
H 0.2957 2.6313 0.2196 -0.03 -0.04 0.06
H 2.0113 0.1210 2.3340 -0.06 0.02 -0.03
H 3.7695 1.7039 2.9836 0.02 0.05 0.07
H 5.8080 1.9252 1.6137 0.06 0.07 0.03
H 7.1299 1.2714 -0.3208 0.08 0.06 0.02
H 7.4226 -0.1078 -2.3417 0.08 0.03 -0.02
H 5.6718 -1.7080 -3.0088 -0.03 -0.06 -0.06
H 3.6331 -1.9510 -1.6723 -0.03 -0.07 -0.03
```
Forces are in eV/Å.

Results
**Charge**: 0
**Orbital gap**: 8.321 eV
**SMILES string**: COc1ccc2c(c1[N+](=O)[O-])CCC/C2=N/OC(=O)c1cccc2ccccc12
**E_HOMO**: -0.3075 Ha
**Energy above the lowest of the compared OMol25 structures with the same formula, charge and spin**: 141.5 kcal/mol

These are the natural (NBO) partial charges, in e, on atoms 1 to 2: C -0.2534; O -0.4735

=====

ORCA calculation (wB97M-V/def2-TZVPD) on an isolated molecule of C3H4N2O2.

The geometry in XYZ format:
```
11
Properties=species:S:1:pos:R:3:forces:R:3
O 2.4376 0.5455 -0.3396 -0.06 0.23 0.05
C 1.1403 0.1717 -0.3807 -0.09 -0.12 0.01
C 0.6662 -1.1069 -0.4366 0.24 0.19 0.22
N -0.7153 -0.9313 -0.4013 -0.29 -0.09 -0.40
C -0.9583 0.3906 -0.4295 0.08 -0.34 -0.07
O -2.2479 0.7352 -0.6731 0.02 0.39 0.22
N 0.1352 1.1126 -0.3778 -0.32 -0.22 -0.10
H 2.4424 1.5114 -0.3826 0.06 -0.11 0.02
H 1.1741 -2.0608 -0.3997 -0.23 0.23 -0.05
H -1.4519 -1.5624 -0.6757 0.29 -0.25 0.15
H -2.6379 1.2731 0.0272 0.31 0.09 -0.05
```
Forces are in eV/Å.

Results
**Charge**: 0
**Orbital gap**: 8.780 eV
**SMILES string**: Oc1c[nH]c(O)n1
**E_HOMO**: -0.2986 Ha
**Energy above the lowest of the compared OMol25 structures with the same formula, charge and spin**: 33.6 kcal/mol

These are the natural (NBO) partial charges, in e, on atoms 1 to 2: O -0.6641; C 0.4022

=====

ORCA calculation (wB97M-V/def2-TZVPD) on the ion C7H10N with charge +1 at a distorted geometry.

The geometry in XYZ format:
```
18
Properties=species:S:1:pos:R:3:forces:R:3
C -1.3418 -0.6799 0.4565 1.26 0.35 -0.04
C -2.4190 -0.0786 -0.2153 -0.65 -1.05 0.94
C 0.3884 1.3721 -1.8341 1.88 -1.93 1.28
C -1.9187 0.9753 -1.0109 1.71 -1.42 0.88
C -0.0875 -0.2170 -0.0166 -2.10 -0.61 0.36
C 1.3880 -1.0542 1.8886 -3.80 0.80 0.96
C 1.2317 -0.6998 0.4349 1.85 0.14 -0.73
N -0.3758 0.7377 -1.0172 -0.80 1.85 -0.38
H -1.4609 -1.4139 1.2627 0.19 0.42 -0.40
H 1.3517 0.9013 -1.9119 0.63 0.13 -0.22
H 0.3144 2.3129 -2.3335 -1.32 0.33 -0.34
H -2.3246 0.9379 -1.9529 -0.42 -0.23 -2.74
H -2.0923 1.9288 -0.6728 -0.47 2.36 1.28
H 1.8607 -0.3156 2.4750 1.08 0.79 0.35
H 1.6943 -2.0397 2.1787 0.23 -0.42 -0.36
H 0.3163 -0.8896 2.1952 1.03 -0.84 0.80
H 1.3360 -1.6147 -0.0832 0.18 -1.30 -1.00
H 2.1391 -0.1631 0.1570 -0.47 0.63 -0.63
```
Forces are in eV/Å.

Results
**Charge**: +1
**Orbital gap (alpha / beta)**: 6.479 / 7.112 eV
**E_HOMO (alpha / beta)**: -0.4713 / -0.4913 Ha
**Energy above the lowest of the compared OMol25 structures with the same formula, charge and spin**: 107.6 kcal/mol

These are the natural (NBO) partial charges, in e, on atoms 1 to 2: C -0.3224; C 0.1605